# 1
Here is C4H6N2OS in the gas phase at a distorted geometry from OMol25. Energies are from wB97M-V/def2-TZVPD.

Last column: Löwdin charge in e.
Positions of all 14 atoms, in Å:
C: -2.301880 -0.178770 0.188025  -0.15
C: -0.571390 -1.497273 -0.272632  -0.34
C: -1.539313 0.841206 -0.138286  -0.12
C: 2.481958 0.163043 0.514203  -0.36
N: -1.802969 -1.467463 0.126240  0.02
N: 0.063722 -0.366402 -0.528189  -0.41
O: -1.284980 2.110061 -0.220974  0.10
S: 1.579681 -0.028619 -1.070881  0.83
H: -3.335864 -0.092402 0.488264  0.12
H: -0.081124 -2.455933 -0.382271  0.12
H: 1.820755 -0.170511 1.306804  0.03
H: 2.758967 1.203239 0.656850  0.02
H: 3.367943 -0.463276 0.470819  0.02
H: -1.155509 2.403105 -1.137966  0.14

Atoms 1-6, force components in eV/Å:
C -0.292 -0.193 0.110
C 0.168 -0.283 -0.002
C 3.374 -1.906 -1.118
C -0.063 0.059 -0.542
N -0.403 -0.434 0.155
N -3.069 2.614 0.704

The relative energy (zero: lowest compared OMol25 entry of this formula, charge and spin) comes out at 421.0 kJ/mol. The total energy comes out at -20104.978 eV. The HOMO energy comes out at -8.455 eV. For the lowest unoccupied orbital energy, the calculation gives 0.4 eV.

***

# 2
Here is 2 unconnected molecules or ions with the total composition C7H11P at a distorted geometry from OMol25. Energies are from wB97M-V/def2-TZVPD.

Last column: Löwdin charge in e.
Positions of all 19 atoms, in Å:
C: -1.377151 0.827496 -1.964536  -0.34
C: -0.425172 0.734053 0.557412  -0.16
C: 0.756757 1.060105 1.166159  -0.17
C: -0.603333 1.004589 -0.879357  -0.52
C: 0.876661 1.171169 2.635009  -0.10
C: -0.510238 -2.550491 -0.389951  -0.10
C: 0.227621 -1.718343 -1.047728  -0.15
P: 0.184105 1.603081 -2.485314  0.83
H: -2.420996 0.425982 -2.075301  0.09
H: -1.465041 0.546210 1.065144  0.15
H: 1.606876 1.226358 0.517724  0.11
H: 0.040975 0.744441 3.177410  0.07
H: 1.870002 0.816967 3.027772  0.09
H: 0.896260 2.250068 2.739591  0.08
H: -0.601980 -2.437533 0.795168  0.10
H: -0.943671 -3.420979 -0.907467  0.05
H: 0.804234 0.432085 -3.233464  -0.11
H: 0.315883 -1.784563 -2.148061  0.06
H: 0.768209 -0.930694 -0.550209  0.02

Atoms 1-6, force components in eV/Å:
C -0.224 0.196 2.616
C -0.823 1.673 0.116
C -2.532 -1.584 -0.783
C -0.225 -1.061 -2.209
C 1.623 0.068 0.049
C -0.982 -1.563 3.233

The relative energy (zero: lowest compared OMol25 entry of this formula, charge and spin) comes out at 285.7 kJ/mol. The total energy comes out at -16721.277 eV. The HOMO energy comes out at -8.121 eV. For the lowest unoccupied orbital energy, the calculation gives 0.7 eV.

***

# 3
Here is 9 unconnected molecules or ions with the total composition C15H50N16O9 at a distorted geometry from OMol25. Energies are from wB97M-V/def2-TZVPD.

Last column: Löwdin charge in e.
Positions of all 90 atoms, in Å:
C: -18.110990 -28.168570 6.926680  -0.07
C: -18.760180 -28.934550 8.099130  -0.41
C: -20.226950 -29.536350 7.849830  -0.22
O: -20.732970 -29.956150 9.085550  -0.20
C: -22.017020 -30.561150 8.941960  -0.10
N: -17.926850 -30.015650 8.581090  0.05
H: -17.125940 -27.838670 7.256770  0.07
H: -18.645460 -27.262300 6.641870  0.06
H: -17.930110 -28.648050 5.964660  0.07
H: -18.892280 -28.337690 9.001580  0.13
H: -20.171580 -30.404550 7.193140  0.11
H: -20.872460 -28.793300 7.381540  0.11
H: -22.360810 -30.807230 9.946630  0.07
H: -21.908420 -31.510870 8.418190  0.06
H: -22.762960 -29.888380 8.518820  0.07
H: -17.591040 -30.500680 7.761290  0.06
H: -18.731400 -30.605550 8.738600  0.03
C: -20.157820 -39.699810 14.884500  -0.07
C: -20.499320 -38.846240 16.031790  -0.48
C: -21.796120 -38.036400 15.715280  -0.19
O: -21.571120 -36.966970 14.754910  -0.18
C: -22.786930 -36.781200 13.990850  -0.11
N: -20.467110 -39.642830 17.231040  0.02
H: -20.974630 -40.367860 14.611310  0.09
H: -19.165910 -40.145510 14.959120  0.08
H: -20.017710 -39.043290 14.025750  0.08
H: -19.819350 -38.022430 16.248760  0.13
H: -22.170490 -37.433300 16.542460  0.12
H: -22.549370 -38.786450 15.474120  0.12
H: -23.748720 -36.897600 14.490360  0.09
H: -22.737640 -37.368850 13.074150  0.07
H: -22.738260 -35.796130 13.526760  0.07
H: -20.730460 -39.138150 18.065330  0.06
H: -19.519720 -39.990680 17.270320  0.07
C: -21.556650 -33.559660 6.237900  -0.79
O: -20.931920 -34.045850 7.207500  -0.04
N: -22.847470 -33.476650 6.335680  0.17
N: -21.109870 -33.119210 5.163640  0.19
H: -23.250880 -33.631040 7.248660  0.06
H: -23.399740 -33.042060 5.610260  0.06
H: -20.121900 -33.267480 5.015210  0.13
H: -21.624280 -32.577870 4.483620  0.10
C: -22.593010 -37.706550 6.442350  -0.76
O: -22.893380 -38.471050 5.533970  -0.02
N: -21.459930 -37.806120 7.103630  0.16
N: -23.396720 -36.790380 6.987380  0.16
H: -20.936780 -38.661660 6.983390  0.10
H: -21.235790 -37.283680 7.938440  0.08
H: -23.035350 -36.337950 7.814920  0.04
H: -24.327460 -36.584760 6.653420  0.09
C: -25.388320 -32.390770 11.292260  -0.90
O: -24.165110 -32.415590 11.246280  -0.02
N: -25.964610 -31.251400 11.110590  0.14
N: -26.206440 -33.384120 11.497150  0.15
H: -26.946550 -31.235250 11.346480  0.07
H: -25.357970 -30.444740 11.073580  0.11
H: -25.897140 -34.328880 11.318640  0.08
H: -27.199550 -33.250110 11.371210  0.05
C: -18.489500 -33.359100 9.724250  -0.79
O: -17.511960 -33.199740 10.451400  -0.01
N: -19.707760 -32.986450 10.081930  0.19
N: -18.387090 -33.960380 8.584870  0.17
H: -20.421460 -33.334700 9.457860  0.05
H: -19.852230 -32.778030 11.059570  0.13
H: -17.484940 -34.330810 8.322210  0.12
H: -19.236110 -34.207390 8.096750  0.06
C: -22.671560 -35.393790 9.982880  -0.72
O: -22.286960 -36.398640 9.434900  -0.01
N: -22.400200 -34.207890 9.580110  0.19
N: -23.400520 -35.357760 11.106860  0.20
H: -22.886020 -33.434510 10.011340  0.08
H: -21.879350 -34.086620 8.723310  0.04
H: -23.792190 -36.231590 11.427970  0.05
H: -23.740960 -34.446010 11.376900  0.07
C: -20.361830 -39.874270 10.270890  -0.75
O: -19.812270 -39.264910 11.195480  0.02
N: -19.819640 -40.889320 9.667760  0.14
N: -21.571270 -39.680690 9.762260  0.16
H: -18.927340 -41.202320 10.022630  0.12
H: -20.177360 -41.196350 8.774530  0.10
H: -21.950520 -40.240490 9.012000  0.11
H: -22.107300 -39.044770 10.335300  0.09
C: -25.587240 -38.218910 10.928100  -0.82
O: -25.380690 -37.418770 11.817660  0.00
N: -26.668500 -38.983970 10.837210  0.15
N: -24.776120 -38.322710 9.947020  0.20
H: -27.247600 -38.807720 11.645710  0.11
H: -26.748980 -39.724650 10.155280  0.10
H: -25.146940 -38.997470 9.293340  0.11
H: -24.042740 -37.675290 9.695850  0.08

Atoms 1-6, force components in eV/Å:
C -0.139 0.717 0.508
C -1.454 0.098 -0.826
C 1.366 1.131 -0.328
O -0.544 0.313 0.047
C 0.599 -0.155 1.103
N -0.478 -0.815 -0.639

The relative energy (zero: lowest compared OMol25 entry of this formula, charge and spin) comes out at 0.0 kJ/mol. The expectation value of S² is 0.7504. The total energy comes out at -58637.834 eV. As for the charge: -1. The HOMO energy (spin up / spin down) comes out at 0.094 / -6.622 eV. The spin multiplicity is 2. For the lowest unoccupied orbital energy (spin up / spin down), the calculation gives 2.2 / 2.2 eV.

***

# 4
Here is a molecular structure, C27H34FeGeN10OS from OMol25. Energies are from wB97M-V/def2-TZVPD.

Last column: Löwdin charge in e.
Positions of all 75 atoms, in Å:
Fe: -0.729494 1.087740 -0.230108  0.52
N: 0.287851 2.236072 4.030790  0.08
C: 0.037448 2.353077 2.698931  -0.86
S: 1.246674 1.929531 1.556031  0.70
N: -1.159645 2.796237 2.367105  0.01
N: -1.347924 2.724663 1.029302  -0.12
C: -2.114236 3.573187 0.468186  -0.06
C: -2.304026 3.396961 -0.962008  -0.22
C: -3.078146 4.275041 -1.710562  0.00
C: -3.184062 4.092557 -3.073800  -0.03
C: -2.502642 3.034245 -3.654961  -0.03
C: -1.762276 2.194163 -2.847827  -0.09
N: -1.663815 2.347978 -1.520436  0.04
H: 1.253789 2.218924 4.309915  0.08
H: -0.355158 2.709043 4.647952  0.10
H: -2.576675 4.391203 1.009679  0.14
H: -3.577905 5.093296 -1.211419  0.12
H: -3.779627 4.765908 -3.675144  0.12
H: -2.543323 2.849342 -4.718186  0.12
H: -1.231718 1.363393 -3.278910  0.11
C: 0.839064 -2.993850 -0.520338  -0.21
Ge: -0.918139 -2.389751 -1.149458  0.77
C: -1.249130 -3.198268 -2.907504  -0.22
C: -2.292986 -3.098145 0.056434  -0.20
C: -1.072243 -0.463508 -1.485930  -0.29
H: 0.825465 -4.083954 -0.466695  0.03
H: 1.074119 -2.614739 0.474384  -0.01
H: 1.639243 -2.712370 -1.206973  0.00
H: -1.212286 -4.286681 -2.841254  0.02
H: -0.502085 -2.876970 -3.634058  0.02
H: -2.233441 -2.913787 -3.280081  0.02
H: -2.261710 -4.187566 -0.004258  0.03
H: -3.288802 -2.777201 -0.251884  0.03
H: -2.136155 -2.831644 1.099672  -0.01
H: -2.108859 -0.234700 -1.736856  0.02
H: -0.455471 -0.235156 -2.352581  0.00
C: 2.521713 2.692152 -2.453549  -0.02
C: 1.357297 2.505647 -1.739343  -0.12
N: 1.001602 1.310355 -1.251298  -0.08
C: 1.844787 0.289793 -1.401967  -0.09
C: 3.032659 0.378978 -2.111770  -0.18
C: 3.357926 1.608669 -2.671473  0.01
C: 3.861527 -0.814518 -2.363644  -0.03
C: 4.315656 -1.716966 -1.494023  -0.03
C: 4.252998 -1.669789 -0.024626  -0.28
C: 4.450642 -2.828043 0.720906  0.00
C: 4.393872 -2.709119 2.097927  -0.12
N: 4.196845 -1.540958 2.705303  0.08
C: 4.055492 -0.489679 1.903063  -0.23
N: 4.049835 -0.492481 0.577592  0.16
H: 2.760598 3.674329 -2.834725  0.12
H: 0.689369 3.331724 -1.534549  0.12
H: 1.540436 -0.647436 -0.956249  0.09
H: 4.264138 1.719830 -3.253160  0.13
H: 4.087332 -0.988764 -3.411197  0.12
H: 4.824502 -2.584352 -1.899328  0.12
H: 4.627875 -3.782205 0.244730  0.12
H: 4.514371 -3.576422 2.737392  0.11
H: 3.912738 0.474745 2.377236  0.09
C: -4.436406 -0.199747 2.360469  0.02
N: -3.019391 -0.548169 2.421375  -0.02
C: -2.499198 -1.298027 3.430167  -0.02
C: -1.177254 -1.565053 3.504980  0.03
C: -0.336036 -1.014089 2.491284  -0.36
N: -0.860596 -0.332936 1.477723  0.14
C: -2.174966 -0.065691 1.452088  -0.50
O: -2.579634 0.664113 0.531282  -0.01
N: 0.991965 -1.164602 2.513619  0.19
H: -4.988884 -0.896298 2.985207  0.10
H: -4.778401 -0.279800 1.332523  0.10
H: -4.588725 0.819846 2.710942  0.11
H: -3.208115 -1.653839 4.164674  0.14
H: -0.773191 -2.143683 4.320322  0.12
H: 1.444620 -1.534159 3.333284  0.12
H: 1.508331 -0.467602 1.979638  0.01

Atoms 1-6, force components in eV/Å:
Fe -0.553 -0.203 -0.027
N -0.042 0.046 -0.007
C 0.138 -0.104 -0.048
S 0.304 0.145 0.249
N -0.075 -0.004 -0.009
N 0.423 0.426 -0.015

The relative energy (zero: lowest compared OMol25 entry of this formula, charge and spin) comes out at 65.3 kJ/mol. The expectation value of S² is 0.8389. The total energy comes out at -147233.026 eV. As for the charge: +1. The HOMO energy (spin up / spin down) comes out at -10.212 / -10.232 eV. The spin multiplicity is 2. For the lowest unoccupied orbital energy (spin up / spin down), the calculation gives -2.8 / -2.8 eV.